Run a
7
Properties=species:S:1:pos:R:3 method="wB97M-V/def2-TZVPD" total_charge=-1 homo_lumo_gap_ev=7.049 spin_multiplicity=1
C -0.678 0.454 0.050
N 0.288 -0.909 0.369
O 0.312 -1.917 -0.343
I 2.516 0.538 0.008
H -0.162 1.145 0.527
H -0.699 0.540 -1.075
H -1.576 0.148 0.464

---

Run b
7
Properties=species:S:1:pos:R:3 method="wB97M-V/def2-TZVPD" total_charge=-1 homo_lumo_gap_ev=6.465 spin_multiplicity=1
C 0.271 -0.583 -0.238
N 0.281 0.608 0.552
O 0.051 1.896 -0.618
I -1.503 0.806 1.653
H -0.252 -0.468 -1.196
H 1.320 -0.827 -0.458
H -0.167 -1.432 0.305

---

Which structure is the most stable? The one labeled run a.

---

Run a
20
Properties=species:S:1:pos:R:3 method="wB97M-V/def2-TZVPD" total_charge=+1 homo_lumo_gap_ev=9.832 spin_multiplicity=1
C -2.345 1.242 -0.927
C -1.658 0.006 -1.005
C -0.466 1.509 0.306
C -0.398 0.169 -0.266
C 0.944 -1.460 1.467
C 1.837 -1.209 -0.949
C 1.373 -0.578 0.378
N -1.674 2.135 -0.228
H -3.365 1.581 -1.176
H -0.680 1.574 1.296
H 0.492 2.029 -0.074
H 1.659 0.326 0.770
H 1.799 -1.829 2.025
H 0.480 -0.978 2.262
H 0.341 -2.371 1.337
H 1.304 -2.169 -0.956
H 2.906 -1.471 -1.008
H 1.645 -0.654 -1.771
H -2.190 2.903 0.206
H -2.005 -0.755 -1.686

---

Run b
20
Properties=species:S:1:pos:R:3 method="wB97M-V/def2-TZVPD" total_charge=+1 homo_lumo_gap_ev="6.054 / 6.054" spin_multiplicity=1
C -0.079 -1.488 0.707
C -1.004 -0.846 0.286
C 2.943 0.374 -1.227
C -2.060 -0.083 -0.072
C -2.730 -0.337 -1.375
C -2.605 1.063 0.718
C 3.087 -0.030 1.207
N 2.469 0.023 -0.069
H 0.656 -2.146 1.052
H 4.026 0.721 -1.284
H 2.178 0.382 -2.030
H -2.491 -1.343 -1.782
H -2.253 0.412 -2.024
H -3.785 -0.326 -1.373
H -1.915 1.272 1.551
H -3.675 0.768 0.866
H -2.654 1.912 0.147
H 2.329 0.166 1.917
H 4.074 0.509 1.337
H 3.487 -1.004 1.449

---

Which structure is the most stable? The one labeled run a.

---

Run a
10
Properties=species:S:1:pos:R:3 method="wB97M-V/def2-TZVPD" total_charge=0 homo_lumo_gap_ev=8.581 smiles="N=C=NI.C=C=O" spin_multiplicity=1
N -0.412 -1.950 -0.302
C -1.449 -1.339 -0.541
N -2.490 -0.712 -0.618
I -2.843 1.066 -1.468
H 0.207 -2.381 -0.947
C 1.603 0.932 1.254
C 0.911 1.070 0.132
O 0.435 1.474 -0.891
H 1.948 1.809 1.799
H 2.091 0.029 1.583

---

Run b
10
Properties=species:S:1:pos:R:3 method="wB97M-V/def2-TZVPD" total_charge=0 homo_lumo_gap_ev="7.490 / 7.618" spin_multiplicity=1
C -0.437 1.338 -1.390
C 0.049 -0.136 0.243
C 0.224 -0.983 1.372
N -0.693 0.729 -0.233
N 1.455 0.108 -1.606
O 0.678 0.989 -2.021
I -1.668 -1.948 1.979
H -1.058 2.117 -1.779
H 0.535 -0.410 2.248
H 0.914 -1.803 1.186

---

Which structure is the most stable? The one labeled run a.

---

Run a
23
Properties=species:S:1:pos:R:3 method="wB97M-V/def2-TZVPD" total_charge=-1 homo_lumo_gap_ev=6.904 spin_multiplicity=1
C 1.411 -0.843 1.160
O 0.128 -1.258 1.048
C 1.593 0.471 1.910
N 3.018 0.836 2.033
H 2.061 -1.592 1.690
H 1.936 -0.706 0.176
H 1.108 1.290 1.369
H 1.104 0.389 2.891
H 3.109 1.769 2.404
H 3.518 0.195 2.635
C -0.749 -0.330 -1.755
C -2.094 -0.114 -1.082
C -2.541 1.338 -1.058
N -0.381 -1.757 -1.637
H 0.004 0.325 -1.305
H -0.842 -0.087 -2.823
H -2.020 -0.524 -0.073
H -2.823 -0.755 -1.595
H -2.638 1.742 -2.068
H -1.799 1.918 -0.504
H -3.493 1.453 -0.536
H -0.037 -1.832 -0.646
H 0.425 -1.927 -2.233

---

Run b
23
Properties=species:S:1:pos:R:3 method="wB97M-V/def2-TZVPD" total_charge=-1 homo_lumo_gap_ev=7.009 spin_multiplicity=1
C 0.105 0.914 2.206
N -0.292 -0.464 2.484
C -1.548 -0.749 1.798
C 0.731 -1.363 1.973
H -0.622 1.599 2.656
H 0.174 1.089 1.128
H 1.071 1.092 2.677
H -1.874 -1.761 2.061
H -2.327 -0.066 2.156
H -1.433 -0.679 0.709
H 0.465 -2.393 2.236
H 1.676 -1.103 2.455
H 0.811 -1.254 0.881
C -0.482 1.109 -3.245
N 0.649 0.191 -3.153
C 1.128 0.125 -1.732
O 0.192 -0.138 -0.814
H -1.351 0.764 -2.675
H -0.747 1.282 -4.291
H -0.172 2.064 -2.813
H 0.294 -0.739 -3.363
H 1.613 1.126 -1.590
H 1.938 -0.642 -1.743

---

Which structure is the most stable? The one labeled run a.

---

Run a
9
Properties=species:S:1:pos:R:3 method="wB97M-V/def2-TZVPD" total_charge=-1 homo_lumo_gap_ev="7.300 / 7.299" spin_multiplicity=1
C -0.632 -0.775 -0.092
N 0.253 1.249 -0.334
N 0.437 -0.105 -0.655
O 1.795 -0.487 0.386
H -0.654 -0.517 1.083
H -1.526 -0.361 -0.468
H -0.605 -1.830 -0.284
H -0.211 1.179 0.569
H 1.141 1.646 -0.204

---

Run b
9
Properties=species:S:1:pos:R:3 method="wB97M-V/def2-TZVPD" total_charge=-1 homo_lumo_gap_ev=7.668 spin_multiplicity=1
O 1.982 -0.800 -1.254
H 1.102 -1.070 -1.565
N 0.138 0.955 -0.089
C -0.541 0.221 0.801
N -1.837 0.018 0.765
H -0.531 1.496 -0.640
H 1.661 0.072 -0.940
H 0.202 -0.342 1.386
H -2.175 -0.550 1.535

---

Which structure is the most stable? The one labeled run b.